This record from the OMol25 dataset describes C3H5LiO3Tl as an isolated structure. The level of theory is ωB97M-V/def2-TZVPD.

Element x y z (Å)
O 1.058438 1.138101 -0.089913
C 0.772361 0.113149 0.802457
C 0.031480 2.127293 -0.006805
O 1.202416 -1.050862 0.502386
O -0.906085 0.036752 0.291011
C -1.289891 1.348398 -0.020483
H 0.138277 2.825745 -0.843062
H 0.142391 2.661645 0.949712
H -1.791622 1.351277 -1.000543
H -1.990436 1.711222 0.747683
H 0.760441 0.436411 1.857468
Li 0.763622 -0.787219 -1.433301
Tl -1.248933 -2.297397 0.130616

Cartesian forces (eV/Å) of the 3 atoms listed first:
O 0.35 0.34 -0.47
C -0.89 -1.71 -0.73
C 0.18 0.41 0.31

Calculated values
ΔE to the lowest compared entry with this formula, charge and spin	13.36	kcal/mol
net charge	0
orbital gap (alpha / beta)	4.55 / 9.34	eV
spin multiplicity	2
expectation value of S²	0.753



This record from the OMol25 dataset describes one molecule with the formula C22H21N3O3. The level of theory is ωB97M-V/def2-TZVPD.

Element x y z (Å)
C -2.605645 2.780583 4.762459
C -2.041027 2.912209 3.352778
C -2.500415 1.796964 2.412112
C -1.948235 0.429880 2.807994
C -2.274657 -0.682845 1.808105
N -1.636522 -0.474715 0.514255
C -2.300110 0.076444 -0.553609
C -3.635046 0.502835 -0.487438
C -4.262612 1.041958 -1.586799
C -3.592474 1.184996 -2.798900
C -2.284641 0.781520 -2.889293
C -1.626211 0.228378 -1.782552
C -0.254078 -0.184704 -1.897662
C 0.392418 -0.724292 -0.796088
C -0.311449 -0.876444 0.461269
O 0.196553 -1.348419 1.478523
C 1.787853 -1.144160 -0.907728
N 2.389820 -0.999690 -2.057713
C 3.694929 -1.388562 -2.184551
C 4.332606 -1.232586 -3.421249
C 5.644909 -1.618040 -3.568673
C 6.352707 -2.164395 -2.498618
C 5.739565 -2.324165 -1.276369
C 4.409834 -1.939880 -1.106523
C 3.736026 -2.100732 0.182509
O 4.229403 -2.558618 1.189883
N 2.417582 -1.668049 0.171191
H 1.858574 -1.744405 1.030501
H 6.260533 -2.743869 -0.429167
H 7.381913 -2.461157 -2.632405
H 6.133876 -1.496674 -4.524252
H 3.775971 -0.808854 -4.243083
O 0.324001 -0.020859 -3.069490
H 1.279090 -0.361041 -2.977761
H -1.729122 0.878218 -3.808401
H -4.097010 1.610379 -3.651956
H -5.290735 1.360586 -1.501596
H -4.193619 0.426130 0.429326
H -1.874586 -1.621278 2.202613
H -3.348631 -0.795267 1.675621
H -0.863335 0.490012 2.908369
H -2.356828 0.130295 3.773502
H -2.168627 2.041659 1.399948
H -3.592880 1.765822 2.408137
H -2.358643 3.869849 2.933391
H -0.949954 2.917331 3.397910
H -2.223846 1.890994 5.255948
H -2.325392 3.644133 5.360995
H -3.691833 2.722522 4.734540

Cartesian forces (eV/Å) of the 3 atoms listed first:
C 0.17 0.08 -0.18
C -0.24 -0.07 -0.04
C 0.30 0.03 0.17

Calculated values
ΔE to the lowest compared entry with this formula, charge and spin	0.00	kcal/mol
net charge	0
orbital gap	8.06	eV
SMILES	CCCCCn1c(=O)c(-c2nc3ccccc3c(=O)[nH]2)c(O)c2ccccc21
spin multiplicity	1



This record from the OMol25 dataset describes a 10-piece molecular cluster, H20O10 overall. The level of theory is ωB97M-V/def2-TZVPD.

Element x y z (Å)
O 0.206300 0.664433 2.874833
H 0.316300 0.248433 2.033833
H 0.575300 1.556433 2.976833
O -2.014700 -2.644567 2.272833
H -1.612700 -1.855567 1.836833
H -1.242700 -3.076567 2.819833
O -2.366700 0.371433 2.254833
H -1.528700 0.820433 2.281833
H -2.760700 0.413433 3.185833
O -1.061700 -1.568567 -1.789167
H -1.964700 -0.993567 -1.641167
H -1.422700 -2.537567 -1.821167
O 0.856300 -1.798567 -3.861167
H 1.617300 -2.178567 -3.456167
H 0.510300 -1.700567 -3.026167
O 1.662300 3.798433 -1.853167
H 1.044300 4.232433 -1.233167
H 1.586300 2.878433 -1.685167
O 0.159300 -0.057567 0.096833
H 0.795300 0.274433 -0.532167
H -0.308700 -0.772567 -0.490167
O -2.095700 2.362433 -0.419167
H -2.575700 1.757433 -0.835167
H -2.033700 1.961433 0.418833
O 1.699300 1.142433 -1.862167
H 2.494300 0.725433 -1.332167
H 1.947300 1.304433 -2.880167
O 2.401300 -1.376567 2.090833
H 3.183300 -1.933567 2.097833
H 1.934300 -2.017567 1.475833

Cartesian forces (eV/Å) of the 3 atoms listed first:
O -0.53 0.90 2.10
H 0.85 0.13 -1.42
H 0.14 -0.78 -0.78

Calculated values
ΔE to the lowest compared entry with this formula, charge and spin	111.90	kcal/mol
net charge	0
orbital gap	10.52	eV
SMILES	O.O.O.O.O.O.O.O.O.O
spin multiplicity	1



Number 1: energy -14231.767 eV. Number 2: energy -33770.748 eV. Number 3: energy -20797.760 eV.